Entry 1:
101
Properties=species:S:1:pos:R:3 method="wB97M-V/def2-TZVPD" charge=+2 lumo_energy_ev="-6.0385 / -5.8693" e_above_lowest_kj_mol=0.00 s_squared=2.02 multiplicity=3
V -0.57607 0.57835 0.71357
C 3.76748 -2.89512 1.74147
O 3.25492 -2.04573 2.80120
C 2.37104 -1.22510 2.21679
N 2.14170 -1.32779 0.97717
C 3.07789 -2.36178 0.46570
C 4.02511 -1.76343 -0.54836
C 4.08623 -2.25644 -1.84384
C 4.97726 -1.71321 -2.76269
C 5.81382 -0.67456 -2.38670
C 5.75759 -0.17359 -1.08970
C 4.86540 -0.71448 -0.17844
C 1.82702 -0.16784 3.10554
C 2.32227 -0.05213 4.40303
C 1.95817 1.03635 5.17341
C 1.13309 2.00046 4.61049
C 0.67822 1.78534 3.32528
N 0.97806 0.71456 2.57798
C -0.15198 2.78150 2.62008
N -0.61834 2.55652 1.44869
C -1.35117 3.76458 1.00520
C -1.09318 4.74653 2.17257
O -0.40255 3.93890 3.18406
C -0.86803 4.26106 -0.33335
C 0.49397 4.39784 -0.58619
C 0.93206 4.86553 -1.81414
C 0.00889 5.20248 -2.79768
C -1.34844 5.06986 -2.54930
C -1.78561 4.59861 -1.31797
H 4.84883 -2.78197 1.71842
H 3.50938 -3.92450 1.97954
H 2.50321 -3.15319 -0.01531
H 3.44739 -3.08081 -2.14227
H 5.02479 -2.11320 -3.76654
H 6.51891 -0.26205 -3.09589
H 6.41996 0.62753 -0.78851
H 4.83885 -0.32790 0.83573
H 3.00464 -0.80166 4.77448
H 2.33408 1.14924 6.18089
H 0.84819 2.89869 5.13916
H -2.40811 3.50450 0.92924
H -0.42042 5.55646 1.89930
H -1.99361 5.14206 2.63201
H 1.22090 4.13429 0.17559
H 1.99179 4.97466 -2.00347
H 0.34893 5.57638 -3.75419
H -2.06890 5.33618 -3.31110
H -2.84710 4.48531 -1.12714
F -5.71897 1.32735 -0.91857
C -4.41959 1.33085 -1.23245
C -3.49165 1.01078 -0.25604
C -2.13824 1.00832 -0.56974
C -1.72772 1.34865 -1.87459
C -2.70615 1.65605 -2.81716
F -2.36381 1.99272 -4.07008
C -4.05474 1.65148 -2.52482
C -0.27459 1.37708 -2.12331
C 0.34761 1.64598 -3.33909
C 1.72852 1.60911 -3.42241
C 2.48158 1.31740 -2.29543
C 1.81050 1.07049 -1.11805
N 0.47531 1.08707 -1.03108
H -3.85495 0.76909 0.73498
H -4.78757 1.89634 -3.28024
H -0.24124 1.87906 -4.20933
H 2.21261 1.81067 -4.36916
H 3.56076 1.26976 -2.31833
H 2.34409 0.82704 -0.21066
C -3.15845 -2.36637 4.62311
N -3.55108 -1.46854 3.53103
C -4.97015 -1.11262 3.39137
C -2.65807 -0.87764 2.80173
N -1.87565 -0.35222 2.12371
H -3.69519 -3.30780 4.51727
H -3.40443 -1.91314 5.58322
H -2.08933 -2.55568 4.57465
H -5.28688 -0.49399 4.23083
H -5.55754 -2.02885 3.37004
H -5.12339 -0.57425 2.45967
C -1.39514 -3.39488 -2.99227
N -2.36351 -3.37880 -1.89619
C -2.07088 -4.48623 -0.99205
N -0.70258 -4.46662 -0.47298
C 0.22153 -4.44701 -1.60832
N -0.00268 -3.34286 -2.54043
C 0.32239 -2.04815 -1.94983
P -0.70348 -1.71990 -0.45250
C -2.36008 -2.09830 -1.20266
C -0.48423 -3.33853 0.42459
H -1.58856 -2.55241 -3.65846
H -1.53330 -4.31945 -3.55400
H -2.21060 -5.41980 -1.53832
H -2.77310 -4.46707 -0.15648
H 0.09730 -5.38166 -2.15675
H 1.24702 -4.40698 -1.23780
H 0.13737 -1.25547 -2.68010
H 1.38045 -1.99938 -1.68989
H -2.62569 -1.30044 -1.89899
H -3.11381 -2.09832 -0.40986
H -1.20110 -3.38472 1.24989
H 0.51457 -3.39451 0.85857

Entry 2:
101
Properties=species:S:1:pos:R:3 method="wB97M-V/def2-TZVPD" charge=-1 lumo_energy_ev=1.8159 e_above_lowest_kj_mol=0.00
Cs -0.53056 0.13817 0.43582
O 1.36148 -1.74225 -4.14298
C 0.98557 -1.68528 -2.84616
O 1.42568 -0.86723 -2.08561
C -0.10041 -2.69150 -2.54906
O -0.43524 -2.59640 -1.20949
C -1.53229 -3.42528 -0.83508
C -1.92805 -3.18467 0.64028
O -2.89364 -3.86162 1.01836
O -1.22348 -2.37118 1.28631
H 1.99933 -1.02243 -4.26651
H 0.27281 -3.69099 -2.81809
H -0.94635 -2.47065 -3.21785
H -1.25315 -4.48096 -0.93091
H -2.39760 -3.22890 -1.47905
C -2.57470 0.19626 3.72552
C -3.06929 1.59216 4.11102
C -4.23437 2.02861 3.21972
C -1.92075 2.58417 4.21053
C -1.51012 2.97573 5.47910
C -0.43657 3.83146 5.67099
C 0.25465 4.29850 4.56848
C -0.11695 3.93409 3.27847
C 0.68266 4.43938 2.09093
C 2.18987 4.26229 2.28534
C 0.35114 5.90007 1.78190
C -1.22813 3.09044 3.09302
N -1.57036 2.67982 1.79321
C -2.23507 3.46688 1.02126
C -2.59800 3.24240 -0.34509
C -3.43582 4.09647 -1.07997
C -3.57536 3.51364 -2.33850
C -2.80672 2.33042 -2.29659
N -2.21994 2.16230 -1.10920
C -2.58683 1.32636 -3.41174
C -2.98656 -0.08009 -2.94702
C -3.42098 1.69387 -4.63825
C -1.10285 1.30978 -3.80008
H -3.40558 -0.51044 3.68448
H -1.85248 -0.17635 4.45400
H -2.10961 0.19360 2.74298
H -3.46510 1.51585 5.12985
H -3.99888 1.92462 2.16251
H -4.51053 3.06866 3.40674
H -5.10393 1.40196 3.43038
H -2.04866 2.59047 6.33826
H -0.13603 4.12062 6.67020
H 1.10356 4.95712 4.71161
H 0.39066 3.84324 1.22498
H 2.57230 4.89500 3.08912
H 2.72124 4.53626 1.37130
H 2.44173 3.22852 2.52902
H 0.59236 6.53594 2.63798
H -0.70936 6.02385 1.56075
H 0.92204 6.25420 0.92068
H -2.60271 4.42097 1.42665
H -3.88168 5.01460 -0.72333
H -4.15696 3.89062 -3.16536
H -4.01315 -0.09248 -2.57788
H -2.33622 -0.42541 -2.14148
H -2.90862 -0.79324 -3.77477
H -4.48606 1.69993 -4.39932
H -3.25300 0.96805 -5.43851
H -3.15293 2.68310 -5.01386
H -0.48626 1.07512 -2.93060
H -0.79163 2.28747 -4.17430
H -0.91380 0.56204 -4.57829
F 3.09913 -2.66329 7.43888
C 2.98836 -2.56126 6.11615
C 3.37893 -3.61270 5.30961
F 3.86868 -4.72190 5.86568
C 3.26923 -3.49535 3.93586
F 3.68550 -4.54588 3.22140
C 2.76514 -2.35908 3.31856
P 2.62722 -2.17008 1.47219
C 4.41384 -2.14786 1.03688
C 5.26999 -3.24775 0.98550
C 6.60637 -3.08243 0.66021
C 7.10964 -1.81591 0.38632
C 6.26853 -0.71626 0.42954
C 4.92712 -0.88473 0.74495
C 2.04722 -3.81878 0.94927
C 0.93667 -4.37616 1.58021
C 0.35705 -5.53325 1.08590
C 0.86860 -6.13570 -0.05502
C 1.95009 -5.56457 -0.71158
C 2.53055 -4.40606 -0.21607
C 2.37486 -1.30770 4.16054
Br 1.66443 0.31520 3.51078
C 2.48822 -1.40811 5.53722
F 2.12304 -0.41096 6.34224
H 4.88592 -4.23529 1.19474
H 7.26157 -3.94361 0.62147
H 8.15525 -1.69083 0.13440
H 6.65247 0.27164 0.20897
H 4.26094 -0.02975 0.76188
H 0.48538 -3.88121 2.43088
H -0.52224 -5.93855 1.56921
H 0.41072 -7.03502 -0.44757
H 2.33740 -6.02004 -1.61490
H 3.35875 -3.95151 -0.74618

Entry 3:
100
Properties=species:S:1:pos:R:3 method="wB97M-V/def2-TZVPD" charge=-2 lumo_energy_ev=3.4998 e_above_lowest_kj_mol=369.03 s_squared=0.76 multiplicity=2
Cd 0.25135 0.91930 0.31504
C -2.01618 -0.61424 2.45455
P -0.29134 -0.03366 2.84208
C 0.30736 -1.47837 3.79169
C 1.47407 -2.11105 3.37792
C 1.89292 -3.28662 3.98845
C 1.14192 -3.84042 5.01429
C -0.02220 -3.21000 5.44021
C -0.43400 -2.03338 4.83266
C -0.66173 1.18749 4.15741
C -1.65796 2.13679 3.92984
C -1.96106 3.08442 4.89748
C -1.27058 3.10009 6.10185
C -0.25738 2.17673 6.32397
C 0.05052 1.23311 5.35351
C -2.60093 0.02523 1.22775
C -3.92638 0.31377 0.96021
C -3.98261 0.71276 -0.40299
C -2.68603 0.64526 -0.87774
C -2.21440 0.87219 -2.29155
P -0.36901 1.04235 -2.44569
C -0.23536 2.53644 -3.48996
C -0.95672 2.70225 -4.67547
C -0.85081 3.87670 -5.40176
C -0.01892 4.90095 -4.95292
C 0.70283 4.74260 -3.78104
C 0.59609 3.56260 -3.04825
C 0.02043 -0.33082 -3.58819
C 0.69870 -0.18156 -4.79422
C 1.03108 -1.30072 -5.55086
C 0.70530 -2.57268 -5.09917
C 0.05995 -2.72921 -3.87734
C -0.27720 -1.61708 -3.12232
N -1.84337 0.23137 0.11026
H -2.67245 -0.45508 3.31141
H -1.90907 -1.68840 2.27467
H 2.03680 -1.68918 2.55502
H 2.79288 -3.78290 3.64764
H 1.45506 -4.77005 5.47528
H -0.61657 -3.64628 6.23495
H -1.34352 -1.54415 5.16302
H -2.18733 2.13985 2.98368
H -2.73371 3.81957 4.70554
H -1.51604 3.83308 6.86183
H 0.30139 2.19699 7.25232
H 0.86222 0.53511 5.51704
H -4.74832 0.23008 1.65780
H -4.85579 1.01615 -0.96475
H -2.65337 1.78889 -2.68790
H -2.52969 0.04506 -2.93121
H -1.59589 1.90136 -5.03108
H -1.41832 4.00105 -6.31661
H 0.06039 5.82029 -5.52183
H 1.35897 5.52459 -3.41866
H 1.16632 3.46614 -2.12327
H 0.98005 0.80548 -5.14083
H 1.55474 -1.17717 -6.49139
H 0.97242 -3.44206 -5.68826
H -0.16655 -3.71732 -3.49500
H -0.73034 -1.75693 -2.14114
C 3.44894 6.62104 1.05790
C 3.58800 5.46850 2.03773
O 2.37466 4.72217 2.08098
P 2.15062 3.25065 1.39721
S 0.10659 3.30739 1.07677
S 2.66355 1.95386 2.87494
O 4.37203 3.06662 0.38372
C 4.26120 3.72530 -0.69135
C 4.26180 3.02787 -2.03509
H 4.40393 7.14051 0.93347
H 2.70126 7.33394 1.41441
H 3.11713 6.22564 0.09659
H 3.74820 5.84504 3.05085
H 4.42129 4.81601 1.77777
H 4.50784 4.79947 -0.71951
H 2.60880 4.15294 -0.74362
H 5.24190 2.55972 -2.21022
H 4.05259 3.74190 -2.83461
H 3.50539 2.24276 -2.05012
I 5.40786 -1.39609 -2.82956
C 4.14350 -0.74175 -1.34385
C 4.48541 -0.37476 -0.05969
N 3.35189 -0.00880 0.54148
N 2.29820 -0.08370 -0.28144
C 2.76316 -0.53322 -1.43945
H 5.43517 -0.34401 0.44502
H 3.23760 0.50408 1.43168
H 2.10944 -0.72496 -2.27240
S -0.20222 -2.78839 0.30880
C 0.03458 -4.50327 0.10007
C -0.99461 -5.34587 -0.37321
C -0.80162 -6.70726 -0.56075
C 0.42662 -7.30236 -0.28472
C 1.45564 -6.49532 0.19255
C 1.26596 -5.13420 0.38219
H -1.95405 -4.89283 -0.59505
H -1.62228 -7.31612 -0.92864
H 0.57951 -8.36358 -0.44262
H 2.42218 -6.93600 0.41867
H 2.07734 -4.51575 0.74898

What did we get for E_tot? Answer: -3792.3620; -5485.7822; -4663.8206 a.u., in the order shown.